ORCA calculation (ωB97M-V/def2-TZVPD) on the molecule C8H11NO4 at a distorted geometry.

Output
Largest force on an atom in eV/A: 3.47
DFT total energy in a.u.: -667.03202
Relative energy (zero: lowest compared OMol25 entry of this formula, charge and spin) in kJ/mol: 309.8
Highest occupied orbital energy (spin up / spin down) in Eh: -0.3136 / -0.3017
Frontier orbital gap (spin up / spin down) in eV: 8.09 / 6.90

Each line ends with the natural charge from an NBO analysis.
Geometry (Å):
C: 1.095 0.725 0.491  0.711
C: -2.192 0.642 0.729  0.652
C: -0.756 -0.947 0.703  0.309
C: 0.708 -0.787 0.417  -0.276
C: -1.313 1.517 0.001  0.077
C: 1.096 -1.319 -0.889  -0.590
C: 1.459 -1.568 1.523  -0.623
C: -2.030 2.606 -0.823  -0.110
N: 0.102 1.683 0.224  -0.615
O: 2.268 0.979 0.675  -0.582
O: -3.375 0.549 0.553  -0.600
O: -1.403 -0.240 1.647  -0.524
O: -2.966 2.013 -1.670  -0.722
H: -1.274 -1.687 0.118  0.178
H: 0.479 -0.915 -1.651  0.222
H: 0.914 -2.456 -0.862  0.215
H: 2.203 -1.154 -0.997  0.245
H: 2.329 -0.809 1.829  0.266
H: 1.986 -2.494 1.132  0.220
H: 0.886 -2.013 2.390  0.235
H: -1.427 3.179 -1.504  0.204
H: -2.662 3.216 -0.131  0.188
H: 0.402 2.707 0.132  0.425
H: -3.550 1.412 -1.214  0.495